Below is the molecule C3H7N3O2, with properties calculated with wB97M-V/def2-TZVPD.

CARTESIAN COORDINATES (ANGSTROEM)
C (1.060, 0.476, -0.552)
C (1.210, -0.955, 0.027)
C (0.070, 1.034, 0.510)
N (-0.167, -1.278, 0.334)
N (-0.798, -0.059, 0.625)
N (-2.003, 0.114, -0.086)
O (-2.379, 1.219, -0.285)
O (-2.524, -0.927, -0.412)
H (1.976, 1.138, -0.569)
H (0.506, 0.419, -1.468)
H (1.706, -1.624, -0.536)
H (1.808, -0.860, 1.110)
H (0.736, 1.189, 1.352)
H (-0.518, 1.868, 0.298)
H (-0.683, -1.753, -0.348)

Values from the calculation:
Relative energy (zero: lowest compared OMol25 entry of this formula, charge and spin) in eV: 6.830
Frontier orbital gap in eV: 9.595
Net charge: 0
Multiplicity: 1
Structure (SMILES): O=[N+]([O-])N1CCCN1
Total energy in eV: -11784.4833

Löwdin atomic charge list, values in e, 5 entries: number 1, C, carries -0.1327; number 2, C, carries -0.1742; number 3, C, carries -0.1613; number 4, N, carries 0.0073; number 5, N, carries -0.0635